# 1
{
  "formula": "C2H4Cl3P",
  "method": "the ωB97M-V functional and the def2-TZVPD basis",
  "charge": 0,
  "gap_ev": [7.69, 8.01],
  "relative_energy_kcal_mol": 64.5,
  "multiplicity": 1,
  "species": ["C", "C", "P", "Cl", "Cl", "Cl", "H", "H", "H", "H"],
  "coordinates": [[0.51100, -0.34387, 0.76940], [1.08756, 0.79851, -0.01108], [-2.18868, -0.26848, -1.29870], [1.21668, -1.87593, 0.42642], [1.31574, 0.51996, -1.70546], [2.62452, 1.24591, 0.91940], [0.40734, -0.22354, 1.80921], [0.35632, 1.55490, 0.18939], [-3.21487, -1.27201, -1.19574], [-2.11560, -0.13546, 0.09715]]
}

---

# 2
{
  "formula": "C3NO3",
  "method": "the ωB97M-V functional and the def2-TZVPD basis",
  "charge": -1,
  "gap_ev": 6.98,
  "smiles": "N#COC([O-])=C=O",
  "relative_energy_kcal_mol": 51.2,
  "multiplicity": 1,
  "species": ["C", "C", "C", "N", "O", "O", "O"],
  "coordinates": [[0.78100, -0.47350, 0.00728], [1.19725, 0.79265, -0.00924], [-1.54218, -0.15506, -0.11122], [-2.50268, -0.05518, 0.46979], [1.26493, -1.61831, 0.10307], [1.32523, 1.93979, 0.36478], [-0.52355, -0.43039, -0.82445]]
}

---

# 3
{
  "formula": "C38H36IN14OSSiY",
  "method": "the ωB97M-V functional and the def2-TZVPD basis",
  "charge": -2,
  "gap_ev": 6.97,
  "relative_energy_kcal_mol": 5.7,
  "multiplicity": 1,
  "species": ["Y", "N", "C", "N", "N", "N", "N", "C", "N", "N", "N", "N", "H", "I", "C", "C", "C", "C", "C", "C", "C", "C", "C", "C", "H", "H", "H", "H", "H", "H", "C", "C", "N", "N", "C", "S", "N", "N", "H", "H", "H", "H", "H", "H", "C", "C", "C", "C", "Si", "O", "C", "C", "C", "C", "C", "C", "C", "C", "C", "C", "C", "C", "H", "H", "H", "H", "H", "H", "H", "H", "H", "H", "H", "H", "H", "H", "H", "H", "H", "H", "H", "N", "C", "C", "C", "C", "C", "C", "C", "H", "H", "H", "H"],
  "coordinates": [[0.01420, -0.16419, 0.48491], [-0.10913, 1.53350, 4.04097], [0.11707, 0.17352, 3.97322], [0.33851, -0.55006, 5.05631], [0.54106, -1.79750, 4.57769], [0.44051, -1.81285, 3.29908], [0.17257, -0.55299, 2.85736], [-0.65758, 2.28888, 3.03048], [-1.15826, 3.50299, 3.25723], [-1.54303, 3.92958, 2.05026], [-1.29140, 3.03023, 1.16268], [-0.71474, 1.94517, 1.75007], [-0.22196, 1.90325, 4.96865], [-3.41659, 0.77417, 0.19934], [-4.01411, -1.13648, -0.41727], [-5.28968, -1.26852, -0.88950], [-5.76657, -2.54323, -1.26055], [-4.95338, -3.62724, -1.11669], [-3.63352, -3.49739, -0.61764], [-2.82681, -4.64830, -0.45267], [-1.56612, -4.51793, 0.04399], [-1.04995, -3.23889, 0.35540], [-1.74895, -2.05346, 0.20066], [-3.09904, -2.21904, -0.26858], [-5.93416, -0.40301, -0.96676], [-6.77599, -2.64995, -1.64058], [-5.30550, -4.62001, -1.37984], [-3.23721, -5.61701, -0.72005], [-0.94163, -5.39330, 0.19124], [-0.03159, -3.21492, 0.72743], [-1.63500, 4.17480, -2.70207], [-1.46319, 2.79364, -3.20897], [-1.82047, 2.33771, -4.36942], [-1.45669, 1.01309, -4.32905], [-0.89864, 0.63346, -3.16105], [-0.32239, -0.83701, -2.64897], [-0.90400, 1.79924, -2.45194], [-0.43472, 1.86685, -1.15630], [-2.07405, 4.78841, -3.48459], [-0.67332, 4.59419, -2.40118], [-2.28251, 4.18273, -1.82319], [-1.63538, 0.40615, -5.10593], [-0.94912, 2.55243, -0.58673], [0.57888, 2.01668, -1.09252], [2.08348, 4.42893, -0.01361], [3.13240, 3.66996, 0.80603], [4.47998, 4.38059, 0.66548], [2.69743, 3.69414, 2.27608], [3.21905, 1.84100, 0.24770], [1.74654, 1.22271, 0.14000], [4.02143, 1.77932, -1.48271], [3.28553, 2.23259, -2.58318], [3.77351, 2.15502, -3.87954], [5.02818, 1.60967, -4.11377], [5.77091, 1.13095, -3.04557], [5.26867, 1.21175, -1.75194], [4.33242, 0.96139, 1.49110], [5.70272, 1.20395, 1.63887], [6.44858, 0.57217, 2.62432], [5.83510, -0.31947, 3.49540], [4.47691, -0.56996, 3.37534], [3.74148, 0.06582, 2.38333], [1.98149, 5.45415, 0.36535], [1.10034, 3.95809, 0.06448], [2.36446, 4.49667, -1.06873], [4.38561, 5.42872, 0.97926], [4.83676, 4.36965, -0.36881], [5.24441, 3.92103, 1.29607], [2.59236, 4.72964, 2.62387], [3.42332, 3.19013, 2.91887], [1.73150, 3.20244, 2.41073], [2.28929, 2.63448, -2.42948], [3.17010, 2.50602, -4.70909], [5.41260, 1.53729, -5.12453], [6.73722, 0.67148, -3.21947], [5.84782, 0.78431, -0.94291], [6.20615, 1.89971, 0.97600], [7.51107, 0.77132, 2.70902], [6.41713, -0.82072, 4.26023], [3.97962, -1.26484, 4.04129], [2.68600, -0.15711, 2.30023], [6.69504, -4.27645, -0.90309], [5.69514, -3.74282, -0.69056], [4.45098, -3.07864, -0.43474], [3.98706, -2.09219, -1.30542], [2.78768, -1.45173, -1.03425], [1.97777, -1.73918, 0.08100], [2.48317, -2.75552, 0.91532], [3.68572, -3.40570, 0.68567], [4.57365, -1.82335, -2.17736], [2.48012, -0.67662, -1.72933], [1.93068, -3.02644, 1.81022], [4.04574, -4.16252, 1.37443]]
}

---

# 4
{
  "formula": "C37H36BClO3S",
  "method": "the ωB97M-V functional and the def2-TZVPD basis",
  "charge": 0,
  "gap_ev": 2.20,
  "relative_energy_kcal_mol": 15.6,
  "multiplicity": 1,
  "species": ["C", "C", "C", "C", "C", "B", "C", "C", "C", "C", "Cl", "C", "C", "O", "C", "C", "C", "C", "C", "C", "O", "S", "H", "H", "H", "H", "H", "H", "H", "H", "H", "H", "H", "H", "H", "H", "H", "H", "H", "H", "H", "H", "H", "C", "O", "C", "C", "C", "C", "C", "C", "C", "C", "C", "C", "C", "C", "C", "C", "C", "C", "C", "C", "C", "H", "H", "H", "H", "H", "H", "H", "H", "H", "H", "H", "H", "H", "H", "H"],
  "coordinates": [[-4.18410, 7.25527, 0.38886], [-3.59132, 5.97508, 0.84204], [-3.43431, 5.54449, 2.15528], [-2.74333, 4.27905, 2.28395], [-2.33960, 3.78244, 1.05752], [-1.52082, 2.37187, 0.76165], [0.08542, 2.77426, 0.68229], [0.67040, 3.09152, -0.53221], [2.04432, 3.35077, -0.60339], [2.81913, 3.31242, 0.56296], [4.51039, 3.59859, 0.48419], [2.21416, 3.01846, 1.79161], [0.84081, 2.75838, 1.84298], [-1.81971, 1.55019, 1.90592], [-2.21008, 0.32022, 1.33581], [-0.96144, -0.54798, 1.14831], [-3.17931, -0.37346, 2.27416], [-2.84489, 0.77000, -0.09508], [-2.80698, -0.30213, -1.18030], [-4.27588, 1.28326, 0.05668], [-2.00895, 1.84232, -0.48023], [-2.93633, 4.78512, -0.25096], [-4.54305, 7.83276, 1.24784], [-3.43486, 7.85694, -0.13752], [-5.02745, 7.07994, -0.28680], [-3.79886, 6.11412, 3.00721], [-2.57569, 3.80497, 3.24707], [0.05833, 3.18175, -1.42444], [2.51796, 3.59478, -1.55153], [2.81721, 3.00206, 2.69582], [0.36111, 2.58553, 2.80161], [-1.21153, -1.56264, 0.80908], [-0.26336, -0.09755, 0.42587], [-0.43651, -0.63979, 2.11011], [-3.55808, -1.30687, 1.83351], [-2.66107, -0.62822, 3.20458], [-4.02137, 0.27838, 2.51919], [-3.37004, -1.19373, -0.86338], [-3.27926, 0.09347, -2.08739], [-1.77481, -0.58275, -1.41402], [-4.96413, 0.45306, 0.27377], [-4.36612, 2.03428, 0.85182], [-4.60113, 1.74046, -0.88713], [6.99426, -0.81264, -3.19089], [5.61565, -0.53857, -3.55702], [4.59691, -0.93586, -2.74746], [3.28611, -0.79931, -3.26599], [2.20429, -1.29987, -2.56822], [2.35651, -1.87810, -1.28219], [1.24019, -2.51251, -0.62292], [1.24664, -2.91034, 0.77252], [0.29892, -3.98312, 0.94792], [0.20047, -4.67310, 2.14987], [0.98340, -4.25254, 3.23256], [1.90928, -3.20922, 3.07376], [2.05595, -2.53823, 1.85111], [-0.29723, -4.26844, -0.34025], [0.28760, -3.38349, -1.31823], [0.07217, -3.66933, -2.67413], [-0.82430, -4.68727, -3.02855], [-1.43787, -5.49646, -2.06170], [-1.12145, -5.32568, -0.70631], [3.67510, -1.96535, -0.75886], [4.77399, -1.46188, -1.44727], [7.57341, -0.44830, -4.04029], [7.27423, -0.26458, -2.27905], [7.16713, -1.88841, -3.05473], [3.17543, -0.32843, -4.23378], [1.23573, -1.30577, -3.05712], [-0.50478, -5.49957, 2.22780], [0.86103, -4.72981, 4.20295], [2.54037, -2.92319, 3.91926], [2.82160, -1.78041, 1.71770], [0.64901, -3.17200, -3.44651], [-1.03842, -4.87089, -4.08023], [-2.16099, -6.25938, -2.35691], [-1.53352, -5.96821, 0.07048], [3.86259, -2.55398, 0.13809], [5.76578, -1.48685, -0.99271]]
}

---

# 5
{
  "formula": "C9H17ClLuNOP",
  "method": "the ωB97M-V functional and the def2-TZVPD basis",
  "charge": 1,
  "gap_ev": 8.24,
  "relative_energy_kcal_mol": 0.0,
  "multiplicity": 1,
  "species": ["Lu", "H", "H", "P", "C", "H", "H", "H", "C", "H", "H", "H", "C", "H", "H", "H", "C", "O", "H", "H", "Cl", "C", "C", "C", "C", "N", "C", "H", "H", "H", "H"],
  "coordinates": [[-0.65731, 0.44781, 0.16579], [1.38976, 0.78285, 1.54944], [1.71396, 1.02192, 0.88316], [0.95056, 1.07319, -2.03736], [1.76509, -0.11564, -3.16097], [2.00548, 0.36389, -4.12244], [2.68764, -0.48540, -2.69655], [1.09060, -0.96392, -3.33960], [-0.37019, 1.71849, -3.15710], [-0.86868, 2.56521, -2.66054], [0.07583, 2.05623, -4.10215], [-1.10089, 0.92032, -3.34800], [2.13061, 2.47515, -2.11040], [3.07474, 2.18865, -1.63493], [2.31932, 2.76846, -3.15449], [1.69687, 3.32871, -1.56853], [1.02129, -1.30976, -0.12601], [1.67324, -2.25918, -0.19678], [-0.89828, 2.27422, 0.29921], [-1.43504, -0.69889, -1.03819], [-4.53688, -2.18621, 2.95950], [-2.86687, -1.80842, 3.04733], [-2.10094, -2.26453, 4.11977], [-0.73819, -1.97881, 4.12674], [-0.17296, -1.24267, 3.08822], [-0.94306, -0.73716, 2.08578], [-2.27362, -1.04064, 2.04145], [-2.57683, -2.83067, 4.91317], [-0.09852, -2.32596, 4.93595], [0.90222, -1.05223, 3.05935], [-2.85895, -0.68502, 1.17916]]
}

---

# 6
{
  "formula": "C13H19BCl3NO2",
  "method": "the ωB97M-V functional and the def2-TZVPD basis",
  "charge": 0,
  "gap_ev": 9.14,
  "multiplicity": 1,
  "species": ["Cl", "B", "Cl", "Cl", "O", "C", "C", "C", "C", "C", "C", "C", "H", "H", "H", "H", "H", "H", "C", "O", "C", "C", "C", "C", "C", "N", "H", "H", "H", "H", "H", "H", "H", "H", "H", "H", "H", "H", "H"],
  "coordinates": [[-3.71364, -3.07380, 1.51208], [-2.31252, -2.93697, 0.23254], [-1.36307, -4.54423, 0.10996], [-3.09150, -2.57209, -1.49271], [-1.53785, -1.74639, 0.57741], [-0.43126, -1.28626, -0.17156], [0.84550, -1.64418, 0.65217], [2.03020, -1.87959, -0.04879], [3.21006, -2.19885, 0.63170], [3.18713, -2.32442, 2.02476], [2.01558, -2.07208, 2.73992], [0.83545, -1.75836, 2.05141], [-0.45174, -1.67139, -1.21209], [2.00730, -1.81747, -1.13899], [4.13443, -2.39128, 0.07903], [4.11627, -2.58258, 2.54974], [2.03923, -2.14609, 3.82784], [-0.07811, -1.66264, 2.62898], [0.45749, 3.95256, 1.30810], [0.17744, 2.62565, 0.77880], [0.41067, 2.62426, -0.63316], [0.18305, 1.23364, -1.31601], [-0.71063, 1.40661, -2.55108], [-2.07229, 0.81081, -2.14775], [-2.02301, 0.65480, -0.63428], [-0.56088, 0.28314, -0.33702], [0.30671, 3.91721, 2.39298], [1.51206, 4.26248, 1.11505], [-0.21304, 4.70363, 0.84063], [-0.23730, 3.40367, -1.10663], [1.48468, 2.91879, -0.75547], [1.17208, 0.84043, -1.54953], [-0.78341, 2.47235, -2.84085], [-0.30819, 0.88042, -3.42923], [-2.92098, 1.46162, -2.40777], [-2.24195, -0.18842, -2.58279], [-2.18829, 1.60080, -0.10947], [-2.64758, -0.12142, -0.20394], [-0.23808, 0.56565, 0.61603]]
}

---

no.,F_max (hartree/bohr)
1,0.05054
2,0.08080
3,0.00545
4,0.07599
5,0.08943
6,0.03487